#A
Here is a structure of composition C42H68KN8O2S from the Open Molecules 2025 dataset. Energies are from ωB97M-V/def2-TZVPD.

Calculated values
Total charge = -1
Frontier orbital gap = 6.1 eV
E_HOMO = -3.95 eV

Each line ends with the Mulliken charge.
Positions of all 122 atoms, in Å:
K1 1.02650 0.20138 0.02583  2.452
C1 0.93481 -2.75346 1.59906  -1.040
N1 0.13646 -1.54008 1.62985  1.465
C2 0.17333 -0.94595 2.95558  -1.247
C3 -1.22435 -1.82373 1.19482  -1.462
C4 -2.04540 -0.57543 0.85550  -1.001
N2 -1.35981 0.31312 -0.06738  1.449
C5 -1.56523 -0.00561 -1.47707  -0.350
C6 -1.25971 -1.41849 -1.90539  0.457
C7 -2.31460 -2.27235 -2.16869  -0.661
C8 -2.12650 -3.57674 -2.61418  -0.460
C9 -0.81093 -3.96817 -2.84265  -0.372
C10 0.28803 -3.13752 -2.65189  -0.642
C11 0.09526 -1.81898 -2.12275  -0.029
O1 1.06283 -0.99665 -1.87522  -0.074
C12 1.69755 -3.62474 -3.02367  2.859
C13 2.31695 -2.67462 -4.06745  -1.346
C14 2.58836 -3.67611 -1.77265  -1.560
C15 1.68675 -5.02264 -3.64561  -2.530
C16 -3.33610 -4.47935 -2.85938  2.264
C17 -4.24615 -3.83449 -3.91867  -1.738
C18 -2.92617 -5.86286 -3.36577  -2.188
C19 -4.12146 -4.66355 -1.55245  -1.654
C20 -1.67729 1.73057 0.14914  -0.556
C21 -1.42858 2.21721 1.55183  0.275
C22 -2.49845 2.55832 2.35361  -0.477
C23 -2.32941 3.02201 3.65633  -0.752
C24 -1.01783 3.13440 4.09995  -0.274
C25 0.10689 2.82985 3.33638  0.071
C26 -0.06882 2.34399 1.99740  -0.534
O2 0.88430 2.02311 1.20092  -0.853
C27 1.46851 3.07372 4.02139  2.471
C28 1.57890 4.56698 4.38060  -1.853
C29 1.54461 2.24374 5.31397  -1.603
C30 2.71225 2.72037 3.19694  -1.928
C31 -3.54685 3.41373 4.49269  2.250
C32 -3.15312 3.93528 5.87612  -2.111
C33 -4.32112 4.53254 3.77338  -1.723
C34 -4.47009 2.20194 4.68665  -1.701
H1 0.56474 -3.50697 2.31759  0.329
H2 1.97379 -2.52495 1.84675  0.137
H3 0.90312 -3.18840 0.59841  0.101
H4 -0.33690 -1.58204 3.70138  0.197
H5 -0.29470 0.03791 2.95555  0.177
H6 1.21170 -0.81844 3.26821  0.342
H7 -1.77714 -2.38728 1.97146  0.425
H8 -1.16336 -2.45005 0.30608  0.125
H9 -2.24628 -0.01681 1.76878  0.567
H10 -3.01564 -0.92460 0.45899  0.159
H11 -0.91367 0.66490 -2.04322  -1.406
H12 -2.61249 0.22016 -1.75614  0.383
H13 -3.32034 -1.89562 -2.00533  0.331
H14 -0.63484 -4.97420 -3.19890  0.622
H15 2.37249 -1.67158 -3.64954  -0.117
H16 1.69309 -2.64758 -4.96541  0.364
H17 3.32084 -3.00671 -4.35049  0.477
H18 2.55528 -2.72421 -1.24711  -0.097
H19 3.62516 -3.90003 -2.04295  0.501
H20 2.23983 -4.45432 -1.08934  0.276
H21 1.04525 -5.05888 -4.52891  0.459
H22 1.34510 -5.77750 -2.93343  0.416
H23 2.70014 -5.29169 -3.95338  0.449
H24 -3.67593 -3.64098 -4.82933  0.360
H25 -4.64627 -2.88363 -3.56638  0.312
H26 -5.08878 -4.48753 -4.16568  0.466
H27 -2.37429 -5.78815 -4.30532  0.388
H28 -3.81274 -6.47633 -3.54217  0.439
H29 -2.29904 -6.37674 -2.63425  0.375
H30 -4.41907 -3.70169 -1.13305  0.313
H31 -3.50215 -5.17189 -0.81050  0.353
H32 -5.02413 -5.25945 -1.71890  0.445
H33 -2.73204 1.92719 -0.12023  0.342
H34 -1.04514 2.30562 -0.53556  -0.254
H35 -3.50010 2.44906 1.94504  0.347
H36 -0.85057 3.48862 5.11054  0.322
H37 0.79714 4.87560 5.07740  0.274
H38 1.48272 5.17462 3.47834  0.380
H39 2.54976 4.77770 4.83962  0.482
H40 0.73330 2.48470 6.00304  0.284
H41 2.49361 2.42737 5.82658  0.478
H42 1.48468 1.17915 5.07767  0.215
H43 2.76445 3.31338 2.28679  0.144
H44 2.71764 1.67273 2.90524  0.365
H45 3.60618 2.91962 3.79829  0.497
H46 -2.50346 4.80918 5.79329  0.372
H47 -2.63254 3.16871 6.45394  0.363
H48 -4.04843 4.23047 6.42885  0.443
H49 -3.65657 5.37632 3.57854  0.351
H50 -5.16070 4.88111 4.38338  0.467
H51 -4.71405 4.18815 2.81643  0.315
H52 -3.95126 1.41926 5.24386  0.362
H53 -4.77473 1.78193 3.72702  0.315
H54 -5.37124 2.48623 5.23923  0.448
C35 5.40442 0.60534 -3.22539  -0.796
C36 5.81296 0.19013 -1.86241  0.775
N3 7.02533 0.00626 -1.45655  -0.884
N4 6.87834 -0.40161 -0.15486  0.198
C37 5.59438 -0.44496 0.26930  0.069
S1 5.01851 -0.91284 1.74349  -0.458
N5 4.91057 -0.05849 -0.85619  0.053
N6 3.54789 0.11520 -0.89575  0.159
H55 6.29113 0.70251 -3.84623  0.362
H56 4.86817 1.55542 -3.19980  0.190
H57 4.73350 -0.14021 -3.65697  0.109
H58 7.68062 -0.55700 0.42316  0.184
H59 3.26713 0.91120 -1.47275  0.041
H60 3.04489 -0.69752 -1.24892  -0.217
C38 -1.01597 1.91178 -4.69854  -1.375
C39 0.08006 2.27183 -3.75379  0.673
C40 0.23700 3.36748 -2.93517  -1.002
C41 1.43929 3.14527 -2.22524  0.723
N7 1.98620 2.00068 -2.60627  -0.256
N8 1.15789 1.49227 -3.53751  -0.058
C42 2.04117 4.01048 -1.16938  -0.953
H61 -1.56691 2.80599 -4.98310  0.377
H62 -1.71691 1.21443 -4.23367  0.194
H63 -0.62032 1.44166 -5.59966  0.374
H64 -0.42781 4.21192 -2.85582  0.389
H65 1.25679 0.51702 -3.77703  0.270
H66 1.48316 4.94259 -1.09368  0.361
H67 3.08772 4.23445 -1.38240  0.375
H68 1.96507 3.49658 -0.20676  -0.154

#B
Here is a structure of composition C42H68KN8O2S from the Open Molecules 2025 dataset. Energies are from ωB97M-V/def2-TZVPD.

Calculated values
Total charge = -1
Frontier orbital gap = 6.1 eV
E_HOMO = -3.93 eV

Each line ends with the Mulliken charge.
Positions of all 122 atoms, in Å:
K1 -0.67273 0.83386 -0.18947  1.958
C1 2.41204 2.33607 -0.13707  -1.007
N1 1.76838 1.32340 0.68473  1.417
C2 1.60970 1.78344 2.05648  -1.219
C3 2.47049 0.04201 0.59239  -1.396
C4 1.66734 -1.17633 1.10819  -0.925
N2 0.33127 -1.32017 0.53167  1.287
C5 0.26586 -2.01676 -0.77585  -0.358
C6 1.19177 -1.54221 -1.89370  0.587
C7 2.33805 -2.27020 -2.15301  -0.465
C8 3.23482 -1.92780 -3.16120  -0.843
C9 2.89810 -0.83013 -3.94932  0.137
C10 1.74932 -0.06397 -3.76591  -0.799
C11 0.86835 -0.39774 -2.69867  -0.112
O1 -0.20338 0.29763 -2.44759  0.127
C12 1.43048 1.11738 -4.68137  2.894
C13 0.03399 0.96934 -5.30168  -1.337
C14 1.51217 2.43865 -3.90353  -1.546
C15 2.42235 1.22726 -5.84334  -2.515
C16 4.50877 -2.74090 -3.36903  2.179
C17 4.16443 -4.20506 -3.66918  -1.762
C18 5.36079 -2.21190 -4.52237  -2.242
C19 5.35887 -2.69301 -2.09036  -1.661
C20 -0.68853 -1.88503 1.45414  -0.718
C21 -0.83772 -1.18979 2.78698  0.057
C22 -0.38324 -1.81845 3.92651  -0.339
C23 -0.47885 -1.24253 5.19278  -0.679
C24 -1.07240 0.01419 5.24035  -0.246
C25 -1.56370 0.71282 4.13771  0.100
C26 -1.46560 0.11242 2.84593  -0.278
O2 -1.86085 0.65857 1.75710  -1.089
C27 -2.17265 2.09705 4.42041  2.470
C28 -3.35724 1.93898 5.38326  -1.822
C29 -1.11272 2.98511 5.09083  -1.594
C30 -2.68887 2.86917 3.20098  -1.976
C31 0.05921 -1.97234 6.41919  2.162
C32 -0.13738 -1.17210 7.70454  -2.160
C33 -0.64426 -3.32383 6.58606  -1.773
C34 1.56436 -2.22679 6.24389  -1.681
H1 3.42747 2.58274 0.21902  0.326
H2 1.81429 3.24937 -0.13702  0.222
H3 2.49168 1.97606 -1.16296  0.091
H4 2.58709 1.88475 2.56120  0.254
H5 0.99478 1.09916 2.64298  0.124
H6 1.11447 2.75480 2.05545  0.354
H7 3.42287 0.08661 1.15370  0.380
H8 2.73567 -0.11688 -0.45383  0.146
H9 1.55357 -1.09654 2.19086  0.663
H10 2.28837 -2.07133 0.92463  0.121
H11 -0.76666 -1.92579 -1.13212  -1.291
H12 0.47321 -3.08938 -0.60739  0.343
H13 2.53843 -3.13312 -1.52314  0.383
H14 3.56308 -0.55245 -4.75404  0.644
H15 -0.74464 0.93712 -4.54397  -0.227
H16 -0.02680 0.05881 -5.90292  0.404
H17 -0.15552 1.82005 -5.96357  0.493
H18 0.89742 2.42569 -3.00922  -0.083
H19 1.19142 3.27437 -4.53270  0.510
H20 2.54183 2.63145 -3.59412  0.307
H21 2.43257 0.33052 -6.46682  0.444
H22 3.44204 1.40960 -5.49968  0.435
H23 2.12958 2.07063 -6.47334  0.450
H24 3.53728 -4.28938 -4.55871  0.353
H25 3.62686 -4.66835 -2.84053  0.316
H26 5.08016 -4.77822 -3.83752  0.477
H27 4.83519 -2.25263 -5.47768  0.384
H28 6.25975 -2.82721 -4.60928  0.456
H29 5.67718 -1.18037 -4.36090  0.381
H30 4.80265 -3.06677 -1.23041  0.324
H31 5.66648 -1.67008 -1.86562  0.358
H32 6.25746 -3.30649 -2.20383  0.454
H33 -0.45732 -2.94901 1.64325  0.317
H34 -1.64539 -1.84518 0.92282  0.074
H35 0.07626 -2.79810 3.80523  0.306
H36 -1.16213 0.49756 6.20584  0.304
H37 -3.05783 1.50027 6.33646  0.264
H38 -4.12200 1.29544 4.94457  0.374
H39 -3.80979 2.91343 5.58895  0.493
H40 -0.73577 2.55375 6.01969  0.264
H41 -1.53552 3.96700 5.32245  0.491
H42 -0.26054 3.13382 4.42519  0.201
H43 -3.48869 2.34432 2.68452  0.146
H44 -1.92326 3.06811 2.45698  0.362
H45 -3.07275 3.82817 3.56892  0.512
H46 -1.19103 -0.97710 7.91025  0.378
H47 0.37728 -0.21078 7.66638  0.376
H48 0.27072 -1.73395 8.54867  0.450
H49 -1.72379 -3.19646 6.68573  0.349
H50 -0.27422 -3.84260 7.47504  0.481
H51 -0.46788 -3.96993 5.72457  0.301
H52 2.10898 -1.28406 6.16377  0.361
H53 1.76405 -2.80167 5.33938  0.321
H54 1.96986 -2.78584 7.09308  0.446
C35 -3.86977 2.73319 -4.13615  -0.809
C36 -3.36126 3.90085 -3.38050  0.771
N3 -3.64767 5.15286 -3.58726  -0.892
N4 -2.90282 5.80874 -2.64552  0.207
C37 -2.17510 5.00791 -1.84540  0.059
S1 -1.13634 5.43570 -0.59729  -0.431
N5 -2.48643 3.76502 -2.33340  0.060
N6 -2.00886 2.56938 -1.81350  0.004
H55 -4.52542 3.08476 -4.92884  0.361
H56 -4.40839 2.04340 -3.48600  0.187
H57 -3.04074 2.17248 -4.57105  0.133
H58 -2.92599 6.80854 -2.56233  0.189
H59 -2.74001 1.85327 -1.85352  0.140
H60 -1.20395 2.24183 -2.34967  -0.165
C38 -2.37176 -3.36232 -2.94130  -1.230
C39 -3.04368 -2.20800 -2.27738  0.873
C40 -3.99738 -2.10782 -1.28205  -1.359
C41 -4.12065 -0.72521 -1.02600  0.738
N7 -3.32691 -0.03192 -1.82907  -0.395
N8 -2.68869 -0.94724 -2.58594  0.175
C42 -4.92378 -0.00305 0.00659  -1.083
H61 -2.97181 -4.26600 -2.83748  0.404
H62 -1.39085 -3.55120 -2.50252  0.161
H63 -2.22524 -3.17773 -4.00573  0.339
H64 -4.50919 -2.91272 -0.78332  0.415
H65 -1.81874 -0.63357 -3.01970  0.090
H66 -5.63804 -0.67301 0.48703  0.383
H67 -5.48685 0.81724 -0.43957  0.325
H68 -4.26293 0.40043 0.77713  -0.053

The least stable of them is #A.